C18H72N2O20 | ωB97M-V/def2-TZVPD

Structure (XYZ):
```
112
Properties=species:S:1:pos:R:3:mulliken_charge:R:1
C 0.59236 -4.19131 5.46982 -2.05
C -0.27200 -4.12767 4.20098 1.85
C 0.69460 -4.15165 2.99567 -1.17
C -0.01627 -4.57700 1.72198 1.45
C -0.80505 -5.85692 1.93802 -1.51
C -1.86323 -5.69775 3.04069 1.97
N -1.16027 -5.26419 4.21757 0.34
O -1.93743 -5.31626 5.36417 -0.95
C -2.46166 -7.07185 3.26631 -2.11
C -2.99461 -4.76339 2.57919 -1.77
C -1.02809 -2.78744 4.21098 -1.65
H 1.54470 -3.66130 5.34854 0.36
H 0.78967 -5.22084 5.77697 0.49
H 0.05218 -3.75457 6.31417 0.38
H 1.55552 -4.79594 3.19407 0.48
H 1.06560 -3.12879 2.84482 0.14
H 0.66559 -4.76809 0.87289 -0.64
H -0.62688 -3.76349 1.31914 -0.32
H -0.15599 -6.68606 2.23909 0.32
H -1.25078 -6.18187 0.98306 0.32
H -1.71590 -7.79931 3.59073 0.48
H -3.03959 -7.38294 2.39347 0.40
H -3.17901 -6.99468 4.09172 0.39
H -3.50640 -4.39683 3.47213 0.31
H -3.72994 -5.27215 1.94267 0.43
H -2.67442 -3.90903 1.97970 0.21
H -1.45319 -2.58778 3.22351 0.04
H -0.41536 -1.92947 4.50727 0.53
H -1.86335 -2.84674 4.91115 0.43
C -1.51185 3.27841 -1.80622 -1.49
C -0.27369 2.39297 -1.69783 1.50
C 0.78879 3.30962 -1.03583 -0.81
C 1.99390 2.52161 -0.54740 0.96
C 1.55374 1.40098 0.39671 -2.09
C 0.48007 0.47803 -0.23098 1.48
N -0.54243 1.26748 -0.84962 1.35
O -1.68372 0.51857 -1.13374 0.67
C -0.04186 -0.35994 0.93382 -1.69
C 1.22621 -0.50455 -1.18286 -1.56
C 0.20132 2.05878 -3.11815 -1.00
H -1.33348 4.11516 -2.48609 0.36
H -1.85344 3.58034 -0.81567 0.10
H -2.33487 2.68619 -2.21129 0.07
H 0.37087 3.92235 -0.23479 0.17
H 1.18553 3.94231 -1.84113 0.26
H 2.73461 3.12736 -0.02371 -0.36
H 2.50122 2.06672 -1.41204 -0.10
H 1.09336 1.92602 1.24345 0.35
H 2.40105 0.80473 0.74146 0.32
H 0.73272 -1.08680 1.20602 0.43
H -0.96477 -0.89994 0.72911 0.06
H -0.18986 0.21285 1.85229 0.28
H 0.51970 -1.21502 -1.61631 -0.10
H 2.01614 -1.02492 -0.63078 0.55
H 1.70377 0.02055 -2.01565 0.47
H -0.52012 1.46514 -3.69023 -0.10
H 1.14618 1.51774 -3.14529 0.19
H 0.33489 2.97259 -3.72026 0.09
O 4.46184 4.72290 2.15848 -0.68
H 4.22645 4.90974 1.23568 0.37
H 4.21537 3.80213 2.28546 0.32
O 4.77246 -0.19631 -1.80677 -0.69
H 5.07226 0.00037 -2.70243 0.32
H 4.04128 -0.81452 -1.92036 0.29
O 1.12302 0.01630 4.36869 -0.60
H 2.01029 0.34817 4.53037 0.27
H 1.24844 -0.81727 3.90220 0.29
O -2.45164 1.72462 1.41173 -0.92
H -2.06960 1.46566 0.54454 0.16
H -1.71976 1.63736 2.02899 0.37
O -2.89587 5.82378 0.27241 -0.60
H -2.83779 6.61836 -0.26726 0.28
H -3.47547 5.23254 -0.21912 0.30
O -0.07864 6.72493 -1.37543 -0.70
H 0.72192 6.94169 -0.88871 0.33
H -0.31886 5.84593 -1.05636 0.41
O 1.37128 -3.87897 -1.61958 -0.59
H 1.85316 -4.40032 -0.97021 0.26
H 2.03794 -3.47461 -2.18060 0.24
O 4.50675 5.05959 -0.69331 -0.63
H 5.37091 5.23899 -1.07182 0.26
H 4.38736 4.10006 -0.80219 0.41
O 5.13448 2.24349 -0.61811 -0.51
H 5.00905 1.39283 -1.08177 0.24
H 6.08351 2.39671 -0.58486 0.27
O -4.38981 -0.98952 0.43062 -0.72
H -4.47043 -0.78271 1.36590 0.32
H -3.53245 -0.61681 0.17479 0.26
O -1.22997 4.41270 2.13514 -0.65
H -1.56933 5.21979 1.73578 0.33
H -1.75216 3.72136 1.70335 0.35
O -4.25648 0.88656 -2.59890 -0.74
H -3.38037 1.00897 -2.18622 0.06
H -4.87473 1.23936 -1.95262 0.27
O -1.79103 2.75814 -6.38047 -0.62
H -1.00904 3.27812 -6.17617 0.28
H -1.78541 2.64752 -7.33539 0.28
O -2.50817 -1.52957 -2.77980 -0.80
H -2.38983 -2.40681 -2.39300 0.34
H -2.04115 -0.90147 -2.18917 0.11
O -1.46682 -3.91823 -1.40840 -0.69
H -0.53956 -3.70372 -1.58344 0.39
H -1.43343 -4.57130 -0.70230 0.26
O 0.56352 5.81764 -5.06942 -0.68
H 0.34098 5.26291 -4.31238 0.39
H 0.35531 5.28286 -5.83934 0.29
O -2.51047 0.25937 -5.17227 -0.51
H -2.33513 1.19124 -5.35682 0.32
H -1.93864 -0.23029 -5.76877 0.23
O 5.07744 2.69809 -3.98953 -0.68
H 4.68986 2.44679 -3.14209 0.37
H 5.83234 3.24487 -3.75625 0.28
```

Calculated values
relative energy (zero: lowest compared OMol25 entry of this formula, charge and spin)	0.616	eV
spin multiplicity	1
net charge	-2
E_tot	-2343.2320	hartree